The following is a DFT calculation (ωB97M-V/def2-TZVPD) of C4H7NO2 as an isolated structure.

charge: 0
ΔE to the lowest compared entry with this formula, charge and spin: 191.2 kcal per mole
frontier orbital gap: 9.35 eV
highest occupied orbital energy: -8.5760 eV

The geometry in XYZ format:
```
14
Properties=species:S:1:pos:R:3:nbo_charge:R:1
C -1.12 -1.14 0.01 -0.6733
C -0.18 -0.04 -0.34 0.2806
N -0.27 1.24 0.05 -0.3080
O -1.34 1.49 0.91 -0.5707
C 1.10 -0.12 -1.04 -0.0455
C 1.73 0.00 0.31 -0.1336
O 2.13 -1.00 -0.64 -0.4641
H -1.93 -1.17 -0.73 0.2443
H -0.59 -2.10 -0.03 0.2422
H -1.56 -0.99 1.00 0.2435
H -1.60 2.40 0.68 0.4769
H 1.36 0.64 -1.78 0.1996
H 1.04 1.30 0.43 0.3317
H 1.23 -0.51 1.16 0.1764
```